1.
Below is a structure of composition C48H57Cl2N7O2SiTi in a non-equilibrium geometry, with properties calculated with ωB97M-V/def2-TZVPD.

CARTESIAN COORDINATES (ANGSTROEM)
Ti  0.02  -1.32  0.02
C  -0.26  -3.54  -3.51
C  -0.11  -2.43  -2.53
N  -1.00  -2.18  -1.57
C  -2.14  -3.08  -1.35
C  -2.51  -2.97  0.12
N  -1.24  -2.94  0.88
C  -1.40  -3.06  2.35
C  -2.06  -1.80  2.93
N  -1.52  -0.54  2.45
C  -0.28  -0.08  3.07
C  0.46  0.93  2.19
N  0.65  0.46  0.80
C  1.71  0.85  0.12
C  2.71  1.84  0.63
C  1.91  0.27  -1.16
C  3.04  0.26  -1.95
C  3.14  -0.60  -3.05
C  2.14  -1.55  -3.28
C  0.99  -1.54  -2.55
N  0.72  -0.38  -1.70
H  -1.29  -3.62  -3.86
H  0.03  -4.49  -3.06
H  0.38  -3.37  -4.38
H  -1.88  -4.12  -1.58
H  -2.99  -2.80  -1.98
H  -3.14  -3.81  0.42
H  -3.06  -2.04  0.31
H  -0.69  -3.74  0.57
H  -0.41  -3.18  2.78
H  -2.00  -3.93  2.61
H  -1.96  -1.83  4.01
H  -3.13  -1.83  2.71
H  -1.48  -0.49  1.45
H  0.40  -0.90  3.31
H  -0.53  0.43  4.01
H  1.42  1.10  2.67
H  -0.10  1.87  2.17
H  2.26  2.53  1.35
H  3.12  2.42  -0.20
H  3.53  1.32  1.12
H  3.90  0.85  -1.66
H  4.04  -0.61  -3.64
H  2.32  -2.34  -4.00
C  0.01  0.62  -2.63
Si  -1.37  1.87  -2.23
C  -1.67  2.50  -0.48
N  -2.28  1.63  0.53
C  -3.52  0.99  0.06
C  -4.38  0.55  1.23
C  -4.90  1.78  2.01
C  -3.90  2.94  1.90
C  -2.49  2.36  1.80
C  -2.93  1.26  -3.08
C  -3.97  2.17  -3.32
C  -5.14  1.76  -3.95
C  -5.30  0.44  -4.34
C  -4.28  -0.48  -4.10
C  -3.11  -0.06  -3.48
C  -0.75  3.44  -3.08
C  0.30  4.14  -2.49
C  0.77  5.34  -3.02
C  0.19  5.85  -4.18
C  -0.84  5.15  -4.80
C  -1.30  3.96  -4.26
H  0.80  1.21  -3.09
H  -0.41  0.02  -3.44
H  -2.25  3.43  -0.65
H  -0.70  2.82  -0.10
H  -3.25  0.13  -0.56
H  -4.11  1.66  -0.57
H  -3.79  -0.09  1.89
H  -5.21  -0.05  0.86
H  -5.05  1.51  3.06
H  -5.88  2.08  1.62
H  -3.97  3.60  2.76
H  -4.11  3.54  1.01
H  -2.32  1.67  2.63
H  -1.75  3.16  1.87
H  -3.87  3.20  -3.01
H  -5.93  2.48  -4.14
H  -6.21  0.12  -4.83
H  -4.40  -1.51  -4.41
H  -2.32  -0.79  -3.30
H  0.78  3.75  -1.59
H  1.58  5.87  -2.54
H  0.54  6.79  -4.59
H  -1.28  5.54  -5.71
H  -2.09  3.42  -4.77
Cl  2.21  -3.31  4.86
C  2.64  -1.61  4.90
C  1.83  -0.80  5.66
C  2.10  0.56  5.74
C  3.19  1.05  5.06
C  4.02  0.22  4.31
Cl  5.41  1.01  3.65
C  3.77  -1.16  4.17
N  4.53  -2.10  3.48
C  5.05  -2.05  2.14
C  6.30  -1.51  1.87
C  6.80  -1.45  0.58
C  6.05  -1.98  -0.47
C  4.86  -2.62  -0.20
C  4.35  -2.68  1.10
C  3.09  -3.49  1.34
C  1.87  -2.77  0.83
O  1.34  -3.05  -0.28
O  1.34  -1.84  1.52
H  0.99  -1.23  6.19
H  1.47  1.21  6.34
H  3.45  2.10  5.13
H  4.19  -3.02  3.70
H  6.90  -1.15  2.69
H  7.77  -1.02  0.39
H  6.43  -1.94  -1.49
H  4.29  -3.08  -1.00
H  2.93  -3.67  2.40
H  3.16  -4.45  0.83

Maximum force   1.29 eV Å⁻¹
2S+1   2
HOMO-LUMO gap (spin up / spin down)   0.2353 / 0.2385 Ha
Charge   +1
⟨S²⟩   0.7533
M   910.89 g/mol

---

2.
Below is a structure of composition C48H57Cl2NO4SeTm in a non-equilibrium geometry, with properties calculated with ωB97M-V/def2-TZVPD.

CARTESIAN COORDINATES (ANGSTROEM)
Tm  0.27  -1.01  1.58
C  -1.45  2.44  -5.63
C  -0.21  1.62  -5.40
C  1.01  2.32  -6.07
C  -0.50  0.26  -6.11
C  0.06  1.29  -3.97
C  -0.90  0.62  -3.23
C  -0.66  0.34  -1.87
Se  -1.84  -0.89  -0.84
C  -2.98  0.32  0.13
C  -4.31  0.47  -0.26
C  -5.28  1.04  0.57
C  -4.79  1.59  1.78
C  -3.40  1.67  2.06
C  -2.57  0.72  1.42
O  -1.52  0.18  1.99
C  -2.94  2.68  3.08
C  -3.58  2.42  4.47
C  -1.37  2.76  3.32
C  -3.41  4.05  2.55
C  -6.77  0.90  0.21
C  -7.23  -0.61  0.15
C  -7.77  1.58  1.19
C  -6.97  1.41  -1.26
C  0.53  0.74  -1.20
O  0.69  0.56  0.10
C  1.56  1.33  -2.00
C  1.28  1.66  -3.36
C  2.93  1.69  -1.43
C  2.97  3.24  -1.32
C  4.00  1.24  -2.47
C  3.32  1.09  -0.04
H  -1.60  2.59  -6.74
H  -2.40  1.91  -5.30
H  -1.41  3.45  -5.20
H  0.79  2.48  -7.13
H  1.36  3.26  -5.63
H  1.88  1.68  -6.02
H  -0.57  0.48  -7.16
H  0.28  -0.47  -5.98
H  -1.47  -0.17  -5.80
H  -1.87  0.37  -3.56
H  -4.60  0.10  -1.24
H  -5.53  2.15  2.36
H  -2.99  1.70  5.07
H  -3.60  3.37  5.06
H  -4.59  2.04  4.40
H  -0.96  1.83  3.55
H  -0.94  3.17  2.41
H  -1.09  3.48  4.06
H  -4.54  4.13  2.62
H  -3.03  4.92  3.05
H  -3.18  4.17  1.48
H  -7.18  -1.13  1.13
H  -8.26  -0.65  -0.24
H  -6.59  -1.08  -0.63
H  -7.77  1.01  2.15
H  -7.56  2.64  1.38
H  -8.76  1.49  0.69
H  -6.54  0.78  -2.07
H  -8.00  1.51  -1.51
H  -6.45  2.39  -1.32
H  2.04  2.25  -3.83
H  2.94  3.68  -2.36
H  2.08  3.66  -0.76
H  3.94  3.68  -0.91
H  3.96  1.72  -3.47
H  5.01  1.28  -2.11
H  3.81  0.19  -2.82
H  2.73  1.58  0.75
H  3.13  0.05  0.05
H  4.39  1.28  0.09
C  7.73  -0.18  3.33
C  7.46  -1.06  2.14
C  6.26  -1.70  1.87
C  6.05  -2.35  0.63
C  7.06  -2.49  -0.29
C  8.24  -1.82  -0.04
C  8.52  -1.28  1.22
H  7.56  -0.71  4.26
H  7.01  0.68  3.28
H  8.73  0.29  3.31
H  5.39  -1.56  2.57
H  5.03  -2.74  0.45
H  6.87  -3.03  -1.24
H  9.04  -1.88  -0.77
H  9.58  -1.13  1.46
C  -2.28  -4.36  3.29
C  -2.19  -5.39  2.35
C  -1.19  -5.31  1.35
C  -0.46  -4.09  1.20
N  -0.60  -3.06  2.09
C  -1.43  -3.21  3.19
C  0.45  -3.90  0.07
C  0.59  -4.87  -0.97
C  1.41  -4.64  -2.07
C  2.17  -3.45  -2.18
C  1.94  -2.45  -1.26
C  1.15  -2.68  -0.11
H  -3.07  -4.40  4.03
H  -2.81  -6.30  2.35
H  -1.02  -6.16  0.70
H  -1.54  -2.41  3.91
H  -0.04  -5.78  -0.99
H  1.60  -5.46  -2.75
H  2.73  -3.31  -3.05
H  2.44  -1.50  -1.37
Cl  2.22  -2.35  6.28
C  2.78  -1.44  4.88
Cl  3.62  0.07  5.44
C  1.71  -1.17  3.75
O  2.30  -0.96  2.65
O  0.46  -1.11  3.90
H  3.58  -2.09  4.45

Maximum force   3.46 eV Å⁻¹
2S+1   3
HOMO-LUMO gap (spin up / spin down)   0.2504 / 0.2507 Ha
Charge   -1
⟨S²⟩   2.0021
M   1030.79 g/mol

---

Sequential energy above the lowest of the compared OMol25 structures with the same formula, charge and spin output: 0.6 33.6 kcal/mol